A gas-phase ion, C3H3O3 (charge +1) at a distorted geometry, computed with ωB97M-V with the def2-TZVPD basis set.

```
9
Properties=species:S:1:pos:R:3:forces:R:3
C -0.82555 3.50173 -0.32322 1.0 -0.5 0.4
C -0.60100 0.99929 0.52162 0.3 0.1 1.1
C -0.01362 -0.00574 -0.24360 -0.1 0.3 -1.0
O -1.36064 4.41569 -0.68950 -0.5 0.2 -0.2
O 0.48660 -1.03818 0.33049 0.0 -0.1 0.4
O -1.23681 1.97077 -0.03545 -0.6 -0.1 -0.7
H -0.57187 0.92805 1.60854 0.0 0.1 -0.1
H -0.02223 0.09075 -1.33055 0.1 -0.1 0.1
H 0.84794 -1.73298 -0.24935 -0.1 0.2 -0.1
```
Positions in Å, forces in eV/Å.

Output
- total charge = +1
- energy above the lowest of the compared OMol25 structures with the same formula, charge and spin (kcal/mol) = 60.2
- E_tot (eV) = -9290.3100
- HOMO-LUMO gap (alpha / beta) (eV) = 7.9 / 8.2
- LUMO energy (alpha / beta) (eV) = -7.62 / -7.21
- HOMO energy (alpha / beta) (eV) = -15.495 / -15.362

Atomic partial charges in e from the Mulliken method, atoms 1 to 8:
1 C 0.290
2 C -0.043
3 C 0.164
4 O -0.052
5 O -0.330
6 O -0.178
7 H 0.379
8 H 0.352